No. 1
Computed, not measured: a single C5H8N2O2 molecule in a non-equilibrium geometry, with wB97M-V/def2-TZVPD.

```
! wB97M-V def2-TZVPD RIJCOSX def2/J DEFGRID3
* xyz 0 1
C 0.948 0.565 0.156
C 0.023 -0.512 0.496
C 2.225 -0.149 -0.098
C -2.068 -0.095 -0.652
C -1.390 -0.435 0.673
N 1.982 -1.514 0.118
N 0.725 1.916 -0.094
O 3.290 0.414 -0.319
O 0.607 -1.715 0.394
H -3.211 0.091 -0.510
H -1.916 -0.912 -1.368
H -1.458 0.864 -1.120
H -1.765 -1.379 1.083
H -1.838 0.333 1.338
H 2.307 -2.243 -0.632
H -0.014 2.345 0.457
H 1.554 2.425 0.076
*
```

SMILES: CCc1o[nH]c(=O)c1N
Total energy in a.u.: -455.22758
E_LUMO in eV: 0.738
HOMO in eV: -7.91
Max |F| in hartree/bohr: 0.13058
ΔE to the lowest compared entry with this formula, charge and spin in eV: 3.562

natural (NBO) population analysis, charges in e, atoms 1 to 8: C -0.021; C 0.298; C 0.567; C -0.592; C -0.495; N -0.318; N -0.803; O -0.616

No. 2
Computed, not measured: a molecular structure, C13H25IrN5OSSe, with wB97M-V/def2-TZVPD.

```
! wB97M-V def2-TZVPD RIJCOSX def2/J DEFGRID3
* xyz 3 1
Ir 0.007 -1.585 -0.205
N 1.797 -1.830 -1.227
C 2.721 -2.697 -0.429
C 2.513 -2.353 1.026
N 1.035 -2.435 1.299
H 1.700 -2.211 -2.168
H 2.204 -0.899 -1.341
H 3.757 -2.541 -0.727
H 2.465 -3.738 -0.630
H 2.826 -1.333 1.246
H 3.046 -3.033 1.690
H 0.820 -1.987 2.191
H 0.759 -3.414 1.398
Se -1.702 -5.026 -1.029
N -3.252 -4.831 -0.258
C -3.318 -3.654 0.353
C -4.383 -3.044 1.085
C -4.148 -1.793 1.591
C -2.910 -1.117 1.398
N -1.906 -1.659 0.733
C -2.133 -2.905 0.240
N -1.114 -3.412 -0.433
H -5.327 -3.554 1.227
H -4.914 -1.280 2.155
H -2.767 -0.125 1.808
C 3.488 3.845 -0.128
C 2.189 3.076 -0.368
C 1.712 2.461 0.942
S 0.233 1.440 0.878
O 0.630 0.314 -0.177
C -0.966 2.501 0.017
C -1.074 2.279 -1.488
C -2.078 3.265 -2.081
H 3.834 4.290 -1.059
H 4.277 3.190 0.244
H 3.343 4.650 0.592
H 2.344 2.293 -1.113
H 1.430 3.756 -0.760
H 1.452 3.219 1.689
H 2.467 1.816 1.400
H -0.649 3.519 0.256
H -1.920 2.336 0.520
H -1.397 1.252 -1.687
H -0.098 2.402 -1.958
H -3.065 3.152 -1.632
H -2.175 3.103 -3.153
H -1.755 4.295 -1.929
*
```

Total energy in a.u.: -3762.29198
E_LUMO in eV: -11.252
HOMO in eV: -19.35
Max |F| in hartree/bohr: 0.00357
ΔE to the lowest compared entry with this formula, charge and spin in eV: 0.000

natural (NBO) population analysis, charges in e, atoms 1 to 8: Ir 1.259; N -0.735; C -0.253; C -0.251; N -0.632; H 0.433; H 0.428; H 0.271

No. 3
Computed, not measured: a single C5H8N2 molecule in a non-equilibrium geometry, with wB97M-V/def2-TZVPD.

```
! wB97M-V def2-TZVPD RIJCOSX def2/J DEFGRID3
* xyz 0 1
N 2.174 -0.003 -0.556
C 0.945 -0.372 0.132
C 0.815 0.175 1.512
N 0.726 0.493 2.621
C -0.364 -0.240 -0.658
C -1.458 0.802 -0.718
C -1.617 -0.356 0.206
H 2.964 -0.488 -0.137
H 2.365 0.991 -0.499
H 1.011 -1.457 0.302
H -0.299 -0.840 -1.573
H -1.435 1.793 -0.279
H -2.023 0.758 -1.645
H -2.329 -1.150 0.034
H -1.474 -0.106 1.260
*
```

SMILES: N#C[C@H](N)C1CC1
Total energy in a.u.: -304.77526
E_LUMO in eV: 0.830
HOMO in eV: -10.24
Max |F| in hartree/bohr: 0.02116
ΔE to the lowest compared entry with this formula, charge and spin in eV: 1.639

natural (NBO) population analysis, charges in e, atoms 1 to 8: N -0.803; C -0.144; C 0.260; N -0.332; C -0.228; C -0.413; C -0.426; H 0.367

No. 4
Computed, not measured: a molecular structure, C15H17F3IN5O8S2V in a non-equilibrium geometry, with wB97M-V/def2-TZVPD.

```
! wB97M-V def2-TZVPD RIJCOSX def2/J DEFGRID3
* xyz -2 2
V -0.398 -0.156 0.235
C -5.698 -0.340 2.927
C -5.107 0.526 1.825
N -3.879 1.183 2.234
C -2.654 0.665 2.052
S -2.414 -0.949 1.457
N -1.652 1.487 2.387
N -0.473 0.984 1.929
C 0.642 1.441 2.423
C 0.672 2.493 3.477
C 1.837 0.795 1.885
C 3.140 1.117 2.255
C 4.187 0.419 1.680
C 3.917 -0.591 0.764
C 2.597 -0.859 0.447
N 1.590 -0.186 0.989
H -6.625 -0.806 2.586
H -5.002 -1.131 3.207
H -5.917 0.256 3.815
H -4.895 -0.087 0.946
H -5.793 1.319 1.527
H -3.903 2.196 2.268
H -0.230 2.417 4.082
H 1.551 2.397 4.115
H 0.674 3.495 3.035
H 3.317 1.907 2.970
H 5.209 0.663 1.944
H 4.706 -1.156 0.288
H 2.318 -1.629 -0.260
O -1.107 -2.831 -2.697
C -0.720 -2.229 -1.720
O -0.698 -0.940 -1.561
C -0.210 -2.944 -0.444
O 0.031 -4.131 -0.390
O -0.043 -2.106 0.544
F 1.807 3.636 -2.248
C 2.348 2.425 -2.470
F 2.876 2.430 -3.705
F 3.355 2.282 -1.595
S 1.110 1.084 -2.332
O 0.704 1.313 -0.893
O 0.114 1.428 -3.296
O 1.921 -0.091 -2.504
N -1.451 3.320 -0.957
C -2.261 2.192 -1.033
O -1.938 1.107 -0.445
C -3.511 2.288 -1.625
I -5.279 3.757 0.364
H -0.485 3.113 -0.767
H -1.589 4.005 -1.680
H -4.116 1.396 -1.661
H -3.743 3.106 -2.287
*
```

Total energy in a.u.: -3795.37865
E_LUMO (alpha / beta) in eV: 2.997 / 3.091
HOMO (alpha / beta) in eV: -0.73 / -0.51
Max |F| in hartree/bohr: 0.06204

natural (NBO) population analysis, charges in e, atoms 1 to 8: V 1.287; C -0.611; C -0.246; N -0.589; C 0.350; S -0.122; N -0.448; N -0.220

No. 5
Computed, not measured: a molecular structure, C20H43IrO2P3 in a non-equilibrium geometry, with wB97M-V/def2-TZVPD.

```
! wB97M-V def2-TZVPD RIJCOSX def2/J DEFGRID3
* xyz 4 6
Ir -0.118 -0.705 0.426
P -0.891 -1.385 2.417
P -2.158 -0.727 -0.683
P 1.891 0.141 1.245
H 0.228 6.666 -5.976
C 1.298 6.476 -5.970
C 1.869 5.656 -6.848
H 1.290 5.141 -7.610
C -1.565 -0.049 3.498
C -2.288 -2.594 2.543
C 0.232 -2.236 3.623
C -2.057 -0.234 -2.450
C -3.251 -2.210 -0.879
C -3.385 0.505 -0.070
C 3.008 0.884 -0.019
C 3.118 -0.841 2.221
C 1.690 1.579 2.374
H 1.877 6.991 -5.208
H 2.940 5.466 -6.842
H -1.995 -0.445 4.425
H -2.328 0.498 2.938
H -0.766 0.656 3.745
H -2.483 -2.854 3.589
H -2.028 -3.506 1.997
H -3.199 -2.178 2.108
H 0.185 -1.757 4.607
H 1.262 -2.219 3.267
H -0.077 -3.279 3.728
H -3.006 -0.450 -2.952
H -1.244 -0.777 -2.936
H -1.835 0.833 -2.523
H -4.304 -1.914 -0.814
H -3.046 -2.966 -0.120
H -3.079 -2.650 -1.866
H -4.229 0.611 -0.762
H -2.872 1.465 0.034
H -3.761 0.215 0.914
H 4.008 1.030 0.404
H 2.599 1.844 -0.338
H 3.075 0.238 -0.897
H 4.116 -0.398 2.122
H 3.152 -1.874 1.866
H 2.844 -0.843 3.280
H 2.623 2.146 2.467
H 1.372 1.228 3.359
H 0.905 2.223 1.968
C 0.758 1.254 -1.890
C 0.052 2.356 -1.349
C 0.163 3.628 -1.908
C 0.976 3.862 -3.019
C 1.680 2.784 -3.567
C 1.578 1.509 -3.021
O 0.697 0.015 -1.431
H -0.667 0.776 0.873
H -0.571 2.178 -0.477
H -0.396 4.450 -1.464
H 1.060 4.856 -3.447
H 2.320 2.940 -4.433
H 2.123 0.674 -3.455
C 1.008 -4.185 1.378
C -0.330 -3.609 1.916
C -0.907 -5.068 2.599
O -0.248 -2.481 1.337
H 1.255 -5.246 1.595
H 1.883 -3.629 1.747
H 1.023 -4.133 0.265
H -1.716 -4.988 3.362
H -1.246 -5.754 1.797
H -0.115 -5.589 3.192
*
```

Total energy in a.u.: -2064.75763
E_LUMO (alpha / beta) in eV: -11.168 / -15.659
HOMO (alpha / beta) in eV: -18.37 / -20.49
Max |F| in hartree/bohr: 0.16545
ΔE to the lowest compared entry with this formula, charge and spin in eV: 9.852

natural (NBO) population analysis, charges in e, atoms 1 to 8: Ir 0.449; P 1.463; P 1.003; P 1.010; H 0.242; C 0.009; C 0.025; H 0.245

No. 6
Computed, not measured: a gas-phase ion, H2P4S3 (charge -2) in a non-equilibrium geometry, with wB97M-V/def2-TZVPD.

```
! wB97M-V def2-TZVPD RIJCOSX def2/J DEFGRID3
* xyz -2 1
P 0.777 0.657 0.473
P -2.522 -0.336 0.714
P -1.039 0.140 -0.862
P 2.229 -0.620 -0.452
S -2.385 1.612 -0.203
S 4.010 -0.180 0.291
S -4.032 -1.316 -0.197
H 1.091 1.806 -0.119
H 1.870 -1.761 0.354
*
```

SMILES: [S-][PH]#[PH]P1#S#P1[S-]
Total energy in a.u.: -2561.26195
E_LUMO in eV: 5.331
HOMO in eV: -0.17
Max |F| in hartree/bohr: 0.06058
ΔE to the lowest compared entry with this formula, charge and spin in eV: 0.059

natural (NBO) population analysis, charges in e, atoms 1 to 8: P -0.080; P 0.278; P 0.065; P 0.078; S -0.489; S -0.884; S -0.837; H -0.050

No. 7
Computed, not measured: 2 unconnected molecules or ions with the total composition C2H3N2O2 in a non-equilibrium geometry, with wB97M-V/def2-TZVPD.

```
! wB97M-V def2-TZVPD RIJCOSX def2/J DEFGRID3
* xyz 1 1
C -0.915 -0.592 0.145
C 1.847 -1.227 0.097
N -2.109 -0.862 -0.154
N -0.170 0.492 -0.031
O 2.862 -1.701 -0.117
O -3.177 -1.312 -0.005
H -0.232 -1.342 0.597
H 0.771 0.663 0.224
H -0.492 1.270 -0.630
*
```

Total energy in a.u.: -337.56020
E_LUMO (alpha / beta) in eV: -7.679 / -7.477
HOMO (alpha / beta) in eV: -15.52 / -15.47
Max |F| in hartree/bohr: 0.08892
ΔE to the lowest compared entry with this formula, charge and spin in eV: 4.843

natural (NBO) population analysis, charges in e, atoms 1 to 8: C 0.203; C 0.436; N 0.255; N -0.704; O -0.395; O 0.019; H 0.301; H 0.452